[1]
{"formula": "C20H20ClN3O", "method": "ωB97M-V/def2-TZVPD", "homo_energy_ev": -8.075, "e_above_lowest_kcal_mol": 0.00, "orbital_gap_ev": 8.15, "max_force_ev_per_a": 0.83, "smiles": "Oc1c([C@H](c2ccccn2)N2CCCCC2)cc(Cl)c2cccnc12", "symbols": ["Cl", "O", "N", "N", "N", "C", "C", "C", "C", "C", "C", "C", "C", "C", "C", "C", "C", "C", "C", "C", "C", "C", "C", "C", "C", "H", "H", "H", "H", "H", "H", "H", "H", "H", "H", "H", "H", "H", "H", "H", "H", "H", "H", "H", "H"], "positions_angstrom": [[-2.1954, 1.1022, 2.8376], [-0.8337, -0.6272, -2.6114], [1.5788, -2.5869, -0.7701], [2.1517, 0.9277, -0.3287], [-3.3944, -0.3833, -1.9428], [2.1707, -1.4778, 1.2520], [-1.1177, -0.2490, -1.3518], [1.7253, -1.4739, -0.0678], [4.4114, 1.8034, -0.0531], [-4.6615, -0.2677, -1.6539], [3.9620, 3.1832, -0.5197], [-2.8506, 0.3087, 0.3197], [3.5438, 0.7275, -0.6981], [1.8578, -3.7426, -0.1936], [2.4737, 3.3413, -0.2304], [2.4659, -2.6904, 1.8477], [-4.2282, 0.4210, 0.5925], [1.6904, 2.1971, -0.8667], [-0.1325, 0.0150, -0.4211], [-0.4982, 0.4292, 0.8698], [-5.1342, 0.1325, -0.3935], [-2.4846, -0.1067, -0.9875], [2.3020, -3.8559, 1.1137], [-1.8092, 0.5777, 1.2319], [1.3248, -0.1910, -0.7651], [1.7197, -4.6163, -0.8176], [0.2866, 0.6484, 1.5750], [-4.5489, 0.7332, 1.5753], [2.8183, -2.7283, 2.8689], [4.1370, 3.2794, -1.5940], [2.1059, 4.2933, -0.6167], [2.3090, 3.3215, 0.8482], [5.4577, 1.6313, -0.3113], [-5.3518, -0.5011, -2.4542], [-6.1956, 0.2082, -0.2168], [-1.6896, -0.7646, -3.0558], [1.3934, -0.3615, -1.8532], [2.5180, -4.8222, 1.5424], [3.6704, 0.7604, -1.7961], [0.6278, 2.3099, -0.6419], [3.8618, -0.2599, -0.3560], [4.5342, 3.9627, -0.0133], [2.2989, -0.5463, 1.7786], [1.8111, 2.2313, -1.9651], [4.3094, 1.7355, 1.0313]], "mulliken_charge": [-0.29, -0.59, -0.56, 0.59, -0.68, 0.03, 0.53, 0.16, -0.77, -0.35, -0.74, 0.96, -0.73, -0.43, -0.89, -0.81, -0.89, -0.60, -1.27, 0.16, -0.58, 0.44, -0.40, 0.00, -0.11, 0.43, 0.52, 0.40, 0.41, 0.32, 0.37, 0.30, 0.37, 0.43, 0.40, 0.44, 0.47, 0.39, 0.37, 0.47, 0.42, 0.37, 0.37, 0.30, 0.28]}

***

[2]
{"formula": "C29H46FN3O2PRuSi", "method": "ωB97M-V/def2-TZVPD", "homo_energy_ev": [-9.372, -9.367], "e_above_lowest_kcal_mol": 82.83, "orbital_gap_ev": [3.61, 3.60], "charge": 1, "max_force_ev_per_a": 1.83, "symbols": ["Ru", "P", "Si", "F", "O", "O", "N", "N", "N", "C", "C", "C", "C", "C", "C", "C", "C", "C", "C", "C", "C", "C", "C", "C", "C", "C", "C", "C", "C", "C", "C", "C", "C", "C", "C", "C", "C", "C", "H", "H", "H", "H", "H", "H", "H", "H", "H", "H", "H", "H", "H", "H", "H", "H", "H", "H", "H", "H", "H", "H", "H", "H", "H", "H", "H", "H", "H", "H", "H", "H", "H", "H", "H", "H", "H", "H", "H", "H", "H", "H", "H", "H", "H", "H"], "positions_angstrom": [[-1.0454, 0.0939, -0.5569], [-1.3922, -2.5567, -0.4818], [0.5441, 0.7783, 1.8783], [-3.0313, 0.1704, -0.4174], [-2.1158, -0.5693, -3.4446], [-0.6657, 3.4368, -0.2203], [-1.5929, 0.3916, -2.6306], [-1.2674, 2.3946, -0.8800], [1.1796, 0.1275, -0.7729], [-2.7679, 1.8687, -4.1746], [-0.8478, 4.7720, 1.6357], [3.7016, 0.1921, -2.2844], [1.5653, 3.4153, 2.1570], [-1.1161, 3.9928, -2.7331], [1.5686, -1.0141, -1.6368], [-1.9276, 1.5773, -2.9733], [1.0893, 0.2707, 3.6134], [1.3411, 0.7473, 5.9750], [1.4648, 4.7978, 2.2789], [1.7223, -0.0390, 0.6028], [-1.5682, -3.6456, -1.9778], [0.2222, 5.4562, 2.0859], [1.0478, 1.1648, 4.6848], [1.6728, -0.5771, 6.2176], [-3.1140, -2.6145, 0.1727], [-0.7302, 3.3406, 1.2238], [1.6948, 1.4027, -1.3773], [-1.4265, 2.6567, -2.1296], [3.0803, -1.1444, -1.8275], [0.9583, -3.8835, 0.5768], [1.4313, -1.0572, 3.8768], [-1.0952, -0.0562, 1.5328], [0.5049, 2.6442, 1.7340], [2.6019, 1.2039, -2.5911], [-0.5525, -3.6979, 0.7134], [-0.4015, -3.6136, -2.9681], [-3.7106, -3.9882, 0.4784], [1.7249, -1.4791, 5.1636], [-1.6397, 2.7796, 1.4682], [2.2473, 1.9469, -0.6086], [-3.7088, -4.6421, -0.3943], [-3.6211, 1.1909, -4.1751], [-1.1068, -1.0664, 1.9466], [2.3324, 5.3727, 2.5756], [0.5155, -3.9880, -2.5135], [-3.7279, -2.0901, -0.5619], [4.3397, 0.5964, -1.4950], [1.2878, -4.6670, 1.2598], [1.2426, -4.1889, -0.4302], [-1.7114, -4.6649, -1.6174], [-1.9768, 4.6575, -2.6267], [-0.7902, -3.3311, 1.7151], [2.4933, 2.9334, 2.4460], [3.0364, 2.1717, -2.8476], [-2.4952, -3.3512, -2.4816], [0.1373, 6.5093, 2.3187], [-1.9685, 0.4799, 1.9124], [-1.0401, -4.6653, 0.5876], [3.2546, -1.9299, -2.5647], [1.4658, -1.7778, 3.0649], [0.8651, 2.0294, -1.6800], [2.0161, 0.8801, -3.4541], [4.3287, 0.0450, -3.1631], [1.5046, -2.9762, 0.8320], [3.5413, -1.4755, -0.8957], [-0.8804, 3.8970, -3.7904], [-2.2112, 1.6833, -5.0952], [2.7578, 0.3180, 0.6664], [-3.1211, -1.9899, 1.0672], [1.3010, 1.4554, 6.7931], [-3.1207, 2.8960, -4.1719], [1.1762, -1.9267, -1.1971], [1.9870, -2.5130, 5.3489], [-0.2808, 4.4520, -2.2104], [1.7447, -1.1034, 0.8422], [1.0841, -0.8770, -2.6029], [0.7792, 2.2011, 4.5069], [-4.7476, -3.8603, 0.7883], [-0.6265, -4.2497, -3.8243], [-3.1882, -4.4901, 1.2919], [1.8840, -0.9068, 7.2262], [-2.0933, -1.3693, -2.9071], [-1.8034, 5.2518, 1.4687], [-0.2098, -2.6067, -3.3414]], "mulliken_charge": [0.20, 1.27, -0.39, -0.79, -0.74, -0.01, 1.12, -0.23, 2.23, -1.75, -0.73, -0.85, -0.12, -1.72, -0.25, 0.07, 0.83, -0.75, -0.49, 0.01, -0.91, -0.71, -0.42, -0.54, -0.94, 0.11, -0.62, 0.71, -0.97, -1.06, -0.37, -1.16, 0.34, -0.83, -0.89, -0.86, -1.40, -0.67, 0.18, 0.46, 0.32, 0.45, 0.72, 0.50, 0.21, 0.40, 0.29, 0.41, 0.27, 0.64, 0.45, 0.61, 0.54, 0.54, 0.60, 0.45, 0.48, 0.60, 0.60, 0.23, -0.38, 0.31, 0.44, 0.10, 0.23, 0.43, 0.32, 0.50, 0.34, 0.41, 0.45, -0.92, 0.44, 0.37, -0.57, 0.41, 0.24, 0.42, 0.44, 0.30, 0.38, 0.09, 0.52, 0.09]}